# C17H21NO3Si

A molecular structure, C17H21NO3Si in a non-equilibrium geometry (the ωB97M-V functional and the def2-TZVPD basis, OMol25).

Geometry (Å):
O 2.25 2.68 -0.29
O 1.31 0.20 0.22
O 0.16 2.34 1.44
C 0.56 -3.07 -2.77
C -1.79 -2.60 2.72
C 0.26 -1.89 -3.44
C -2.29 -1.29 2.85
C 0.17 -3.24 -1.46
C -1.14 -2.99 1.57
C -0.47 -0.86 -2.86
C -2.18 -0.38 1.83
C -0.56 -2.23 -0.83
C -1.14 -2.11 0.49
C -0.84 -1.02 -1.52
C -1.67 -0.82 0.61
N -1.48 -0.13 -0.62
C 2.13 3.98 0.19
C 2.51 -0.20 -0.43
C 0.54 1.63 2.62
C -1.70 1.30 -0.85
C -0.42 1.98 -1.29
Si 0.90 1.78 0.05
H 1.23 -3.77 -3.23
H -1.83 -3.30 3.57
H 0.55 -1.73 -4.46
H -2.77 -0.98 3.76
H 0.41 -4.11 -0.84
H -0.79 -3.99 1.55
H -0.70 0.03 -3.41
H -2.53 0.60 1.93
H 1.15 4.39 -0.17
H 2.13 3.96 1.29
H 2.92 4.59 -0.22
H 2.28 -1.17 -0.93
H 2.79 0.57 -1.13
H 3.22 -0.31 0.38
H 0.23 0.59 2.52
H 0.06 2.07 3.50
H 1.62 1.71 2.77
H -2.53 1.44 -1.53
H -2.01 1.76 0.11
H -0.54 3.05 -1.44
H 0.01 1.58 -2.22

Values from the calculation:
gap between HOMO and LUMO = 8.59 eV
energy above the lowest of the compared OMol25 structures with the same formula, charge and spin = 0.0 kJ/mol
2S+1 = 1